Entry 1:
{"formula": "C31H38IrSb", "method": "ωB97M-V with the def2-TZVPD basis set", "e_above_lowest_kj_mol": 0.00, "homo_ev": [-13.7, -14.6], "lumo_ev": [-5.400, -9.798], "s2": 6.016, "spin_multiplicity": 5, "charge": 2, "symbols": ["Ir", "Sb", "C", "C", "C", "C", "C", "C", "C", "C", "C", "C", "C", "C", "C", "C", "C", "C", "C", "C", "C", "C", "C", "C", "C", "C", "C", "C", "C", "C", "C", "C", "C", "H", "H", "H", "H", "H", "H", "H", "H", "H", "H", "H", "H", "H", "H", "H", "H", "H", "H", "H", "H", "H", "H", "H", "H", "H", "H", "H", "H", "H", "H", "H", "H", "H", "H", "H", "H", "H", "H"], "coordinates": [[0.4075, 0.6935, 0.8868], [2.5676, -0.1564, 0.4175], [5.9074, 0.9142, -2.2114], [-0.5223, 2.2587, 3.0425], [2.9780, 4.1349, 1.7064], [2.4066, -2.9408, 1.8614], [-1.5937, 1.7680, 0.6926], [4.8174, 1.0125, -1.3380], [-0.4119, 0.0112, -4.2633], [6.0701, -0.2277, -3.0089], [0.4453, -0.4737, -3.0546], [-1.5067, 3.1038, 0.0736], [4.6344, -1.9672, 1.7019], [4.3551, -4.2068, 2.5816], [-1.1672, 1.3930, 2.0410], [3.6700, 2.7288, 3.5621], [-2.0364, -0.4925, 0.9084], [2.8313, 1.7446, 1.5407], [-0.8011, -0.9552, 3.1610], [0.9255, -1.8986, -3.3739], [-1.2552, -0.0634, 2.0732], [-2.5789, -1.8618, 0.6540], [3.4091, 1.5835, 2.8062], [-2.2383, 0.6039, 0.0902], [3.9935, -1.1251, -2.1357], [3.4568, 3.9957, 3.0072], [5.0772, -1.2190, -3.0168], [-3.0258, 0.5702, -1.1862], [2.7214, 2.9971, 0.9372], [2.9638, -4.0804, 2.4600], [5.1939, -3.1424, 2.2170], [3.2549, -1.8929, 1.4839], [3.8904, -0.0324, -1.2715], [1.3280, -2.8768, 1.6854], [0.2813, -0.8149, 3.2925], [-4.1199, 0.5889, -1.0300], [-0.4669, 3.4382, 0.1641], [2.7684, 5.1215, 1.2889], [6.2746, -3.2307, 2.3265], [5.1497, -2.0751, -3.6929], [1.3084, 0.2086, -2.9392], [-1.9270, -2.6141, 1.1015], [-1.4752, -0.2085, -4.0820], [3.2495, -1.9219, -2.1061], [-0.0829, -0.3936, -2.0765], [0.0208, 3.0190, 2.4893], [-0.1221, -0.4679, -5.2164], [-2.7942, -0.3600, -1.7297], [3.6764, 4.8916, 3.6085], [-3.6004, -2.0138, 1.0421], [-2.7643, 1.4234, -1.8189], [-1.1421, 2.7742, 3.7746], [4.7949, -5.1329, 2.9577], [-2.1594, 3.8527, 0.5449], [0.2047, 1.6594, 3.5711], [2.3160, -4.8823, 2.8239], [6.6374, 1.7275, -2.2633], [4.0233, 2.6277, 4.5886], [1.7973, -1.9346, -4.0316], [-1.0078, -1.9970, 2.8768], [3.6151, 0.5876, 3.2146], [2.3411, 3.0975, -0.0801], [1.0918, -2.5077, -2.5236], [-1.7891, 3.0206, -0.9833], [0.1274, -2.4657, -3.8794], [5.2877, -1.1257, 1.4608], [-0.3481, 1.1046, -4.3926], [4.7076, 1.8831, -0.6918], [-2.6244, -2.0259, -0.4305], [6.9645, -0.3481, -3.6261], [-1.3044, -0.7462, 4.1155]]}


Entry 2:
{"formula": "C31H38N4O6", "method": "ωB97M-V with the def2-TZVPD basis set", "e_above_lowest_kj_mol": 183.58, "homo_ev": -9.0, "lumo_ev": 0.567, "smiles": "CC(C)C[C@H](NC(=O)c1nc[nH]c1C(=O)N[C@@H](CC(C)C)C(=O)OCc1ccccc1)C(=O)OCc1ccccc1", "symbols": ["O", "O", "O", "O", "O", "O", "N", "N", "N", "N", "C", "C", "C", "C", "C", "C", "C", "C", "C", "C", "C", "C", "C", "C", "C", "C", "C", "C", "C", "C", "C", "C", "C", "C", "C", "C", "C", "C", "C", "C", "C", "H", "H", "H", "H", "H", "H", "H", "H", "H", "H", "H", "H", "H", "H", "H", "H", "H", "H", "H", "H", "H", "H", "H", "H", "H", "H", "H", "H", "H", "H", "H", "H", "H", "H", "H", "H", "H", "H"], "coordinates": [[-0.9479, -2.8760, 1.2440], [-2.2423, -0.5914, 2.4983], [1.7075, 3.4442, -1.5544], [1.8641, 0.3547, -0.3942], [-1.5279, -2.0832, 4.0183], [0.8083, 2.9009, -3.5390], [0.3689, -1.0408, 1.4035], [0.4443, -1.7770, -2.9134], [-0.6795, -2.9770, -1.4609], [2.0115, 0.3853, -2.6494], [-0.6439, 3.6376, -0.9756], [-3.0248, 3.4093, -1.1873], [-2.9905, 2.2781, -0.3903], [-3.1007, -5.7016, 2.1967], [-1.7845, 1.8222, 0.1158], [0.1285, -0.8883, 2.8215], [-0.6151, 2.5045, -0.1711], [-4.0354, -3.0982, 2.0847], [2.8183, 0.1864, 4.0251], [-2.8028, -4.8152, 3.2150], [1.9989, 2.4710, 3.4057], [-3.8649, -5.2875, 1.1191], [-1.8543, 4.0851, -1.4845], [5.2752, 3.3129, -3.0113], [-3.2710, -3.5093, 3.1671], [0.4276, 0.5418, 3.2764], [-0.0187, -2.0330, -0.7316], [-0.3709, -2.7818, -2.7582], [-4.3309, -3.9854, 1.0651], [-1.3572, -1.1816, 3.0617], [1.8886, 0.9763, 3.1076], [0.6874, -1.2839, -1.6619], [1.5588, -0.1154, -1.4883], [-2.8742, -2.5305, 4.2405], [3.5439, 1.7394, -3.9893], [4.2768, 3.0776, -4.1424], [2.7100, 1.6510, -2.7153], [-0.2352, -2.0218, 0.7284], [0.6388, 4.3613, -1.2989], [4.9929, 3.1096, -5.4914], [1.6340, 2.7446, -2.6791], [2.1993, 0.8139, 2.0719], [4.2674, 0.9216, -3.9946], [-4.3805, -2.0767, 2.0318], [-1.7665, 0.9403, 0.7384], [4.2868, 2.9647, -6.3054], [-3.9019, 1.7462, -0.1622], [5.7424, 2.3225, -5.5405], [1.3612, 3.0434, 2.7362], [1.6187, -0.0057, -3.4957], [-2.1934, -5.1322, 4.0488], [3.8377, 0.5537, 3.9323], [3.5324, 3.8813, -4.1264], [0.7128, -1.6219, 3.3904], [2.8183, -0.8697, 3.7693], [3.0238, 2.8098, 3.2748], [2.5100, 0.2920, 5.0636], [5.9689, 2.4780, -2.9377], [-0.2175, 1.2133, 2.7056], [2.8696, 1.6095, -4.8392], [0.9637, -0.3760, 0.8997], [1.6966, 2.6795, 4.4302], [0.5000, 5.0080, -2.1717], [-4.0928, -5.9790, 0.3198], [-0.7520, -3.3830, -3.5592], [0.1500, 0.6273, 4.3301], [0.3321, 2.1523, 0.2113], [5.8488, 4.2170, -3.2023], [-3.9638, 3.7636, -1.5869], [-1.2899, -3.6569, -1.0294], [-1.8793, 4.9603, -2.1175], [-4.9212, -3.6562, 0.2216], [-3.5409, -1.6620, 4.2418], [-2.8547, -2.9988, 5.2269], [-2.7298, -6.7156, 2.2391], [3.3187, 1.7334, -1.8108], [4.7693, 3.4322, -2.0572], [5.4902, 4.0655, -5.6365], [0.9826, 4.9564, -0.4481]]}


Entry 3:
{"formula": "C31H39BBr2N7S2Tl", "method": "ωB97M-V with the def2-TZVPD basis set", "e_above_lowest_kj_mol": 111.05, "homo_ev": [-0.8, -0.8], "lumo_ev": [4.126, 4.126], "charge": -2, "symbols": ["Tl", "Br", "Br", "S", "S", "N", "N", "N", "N", "N", "N", "N", "C", "C", "C", "C", "C", "C", "C", "C", "C", "C", "C", "C", "C", "C", "C", "C", "C", "C", "C", "C", "C", "C", "C", "C", "C", "C", "C", "C", "C", "C", "C", "B", "H", "H", "H", "H", "H", "H", "H", "H", "H", "H", "H", "H", "H", "H", "H", "H", "H", "H", "H", "H", "H", "H", "H", "H", "H", "H", "H", "H", "H", "H", "H", "H", "H", "H", "H", "H", "H", "H", "H"], "coordinates": [[0.4270, 0.7491, -0.9389], [2.0552, 0.0768, -3.3559], [-0.2146, 4.6048, -1.5331], [2.0331, -3.0972, 0.9520], [3.0057, 1.0226, 0.8221], [0.1912, 2.3117, 1.2399], [4.8546, -0.7974, -0.2344], [4.1800, -1.8347, 2.0729], [-0.9883, -0.1358, 1.2136], [-1.6935, 0.5504, -1.4665], [2.4678, -2.0531, 3.4163], [4.4658, 1.0016, -1.4182], [3.4682, -1.4132, 4.1257], [-3.7901, 2.4002, -2.6949], [-0.9896, -2.3138, -2.1097], [-4.4098, 1.5280, -1.5943], [-4.7810, -2.2074, -2.1531], [4.5150, -1.2889, 3.2883], [5.3761, 0.2548, -2.1189], [-2.3952, -1.7778, -1.9490], [5.6089, -0.8506, -1.3838], [4.1284, 0.3427, -0.2724], [0.3899, 2.8428, -2.1427], [0.9251, 4.2527, 2.4110], [-4.0514, 2.1002, -0.2201], [-3.4591, -2.6353, -2.1525], [1.1743, -2.3945, 3.9379], [-0.7787, -3.7131, -1.5180], [-0.6267, -2.3002, -3.5981], [0.1555, 3.8922, 3.5044], [3.9328, 2.2788, -1.8151], [-4.0111, 0.0662, -1.7341], [-2.6141, -0.3626, -1.6969], [0.9287, 3.4072, 1.3120], [-1.6697, -1.2598, 1.0471], [-2.5155, 0.5060, 2.9209], [-0.5750, 1.9649, 2.2778], [-5.0193, -0.8493, -1.9660], [-3.2285, -0.6640, 2.7418], [-1.3832, 0.7372, 2.1388], [-2.7978, -1.5740, 1.7869], [2.9092, -2.2985, 2.1372], [-0.5909, 2.7298, 3.4456], [5.1260, -1.9023, 0.8641], [-2.7066, 2.3140, -2.6302], [4.1335, 2.4302, -2.8731], [-3.3292, -2.4982, 1.6066], [5.7449, 0.5606, -3.0812], [6.2425, -1.6956, -1.5878], [0.6440, -2.9441, 3.1647], [3.3370, -1.1059, 5.1487], [5.4825, -0.8504, 3.4558], [1.2743, -3.0200, 4.8292], [-1.3132, -2.9484, -4.1536], [0.2837, -3.8751, -1.3254], [-5.5975, -2.9015, -2.3191], [2.8587, 2.2843, -1.6476], [-1.3118, -3.8239, -0.5704], [-4.1135, 2.0635, -3.6834], [-2.8504, 1.2446, 3.6371], [1.5156, 5.1582, 2.4058], [0.1420, 4.5049, 4.3980], [-6.0429, -0.4813, -2.0069], [-1.1270, -4.4935, -2.2012], [-3.2507, -3.6861, -2.3375], [0.3983, -2.6424, -3.7555], [-4.0711, 3.4504, -2.5676], [-0.7101, -1.2877, -3.9938], [-4.1176, -0.8635, 3.3276], [-4.5146, 1.5128, 0.5759], [6.2506, -1.6880, 1.2799], [0.6086, -1.4961, 4.1912], [5.0351, -2.9786, 0.3343], [4.3793, 3.0822, -1.2222], [1.3512, 3.0197, -2.6175], [-5.5017, 1.5696, -1.7011], [1.5593, 3.6126, 0.4573], [-0.3264, 2.5511, -2.9070], [-2.9701, 2.0713, -0.0989], [-1.1579, 2.4030, 4.3068], [-1.2802, -1.9420, 0.3041], [-4.3890, 3.1391, -0.1341], [-0.2949, -1.6470, -1.5974]]}


Entry 4:
{"formula": "C31H39BBrCaN9P", "method": "ωB97M-V with the def2-TZVPD basis set", "e_above_lowest_kj_mol": 9.42, "homo_ev": [-13.2, -13.2], "lumo_ev": [-5.419, -8.853], "s2": 0.754, "spin_multiplicity": 2, "charge": 2, "symbols": ["Br", "Ca", "P", "N", "N", "N", "N", "N", "N", "N", "N", "N", "C", "C", "C", "C", "C", "C", "C", "C", "C", "C", "C", "C", "C", "C", "C", "C", "C", "C", "C", "C", "C", "C", "C", "C", "C", "C", "C", "C", "C", "C", "C", "B", "H", "H", "H", "H", "H", "H", "H", "H", "H", "H", "H", "H", "H", "H", "H", "H", "H", "H", "H", "H", "H", "H", "H", "H", "H", "H", "H", "H", "H", "H", "H", "H", "H", "H", "H", "H", "H", "H", "H"], "coordinates": [[4.9938, -3.2566, 2.2208], [0.1321, 0.0508, 0.9624], [0.8554, -0.2575, -2.5847], [-1.2311, 0.0312, 3.8541], [2.5954, -0.0911, 1.1973], [-1.6163, 1.6523, 1.0880], [-3.8483, -0.7336, 4.8371], [0.0014, 0.0359, 3.2812], [-2.4194, 1.4623, 2.1641], [-3.7686, 0.0836, 3.7557], [-1.5596, -1.5127, 1.0975], [-2.5284, -1.1220, 1.9705], [0.2293, 0.2119, 5.5059], [1.3238, -2.8740, -1.9775], [2.7866, 1.5591, -3.4678], [-0.5684, 0.3604, -4.8072], [3.4003, 2.7998, -3.4501], [-3.2533, -2.9807, 0.9931], [-2.9533, 2.6387, 2.5411], [3.4560, 0.9311, 1.1113], [4.8102, 0.7849, 1.3514], [-2.5266, 3.6226, 1.6735], [5.3034, -0.4663, 1.6865], [-1.6935, 2.9514, 0.7850], [-1.6512, 0.8988, -2.6004], [1.7160, 1.3036, -2.6042], [4.4135, -1.5261, 1.7774], [1.9395, -2.1798, -4.3290], [0.8806, 0.1437, 4.2783], [1.9128, -1.7536, -2.8552], [3.3293, -1.4369, -2.3530], [2.9699, 3.7823, -2.5655], [-5.1311, -0.8322, 5.1237], [1.9088, 3.5357, -1.7019], [-5.9227, -0.1010, 4.2110], [-3.5512, -1.9974, 1.9150], [3.0701, -1.2958, 1.5350], [-1.9947, -2.6324, 0.5175], [-5.0179, 0.4632, 3.3546], [1.2776, 2.3054, -1.7266], [-0.8206, -0.1352, -3.3679], [-1.1121, 0.1405, 5.1896], [-1.5370, -1.4850, -3.3686], [-2.4857, 0.1122, 2.9570], [-1.5379, 0.4420, -5.3042], [-1.7172, -1.8538, -2.3573], [1.9629, -3.7527, -2.0790], [0.6657, 0.2875, 6.4857], [-5.1753, 1.0756, 2.4831], [3.8780, -2.3780, -2.2881], [-2.6205, 0.9776, -3.0965], [-1.8441, 0.5976, -1.5669], [-1.2006, 1.8907, -2.6205], [2.5934, -3.0501, -4.4158], [-1.3749, -3.1494, -0.2002], [-2.5108, -1.3408, -3.8397], [1.9397, 0.1540, 4.0709], [0.3162, -3.1606, -2.2691], [3.3243, -0.9849, -1.3588], [-0.1046, 1.3471, -4.8203], [-1.9845, 0.1279, 5.8188], [1.3233, -2.5968, -0.9191], [0.0397, -0.3312, -5.3886], [-2.7882, 4.6656, 1.6860], [-1.0096, -2.2409, -3.9480], [6.3568, -0.6181, 1.8807], [-3.8548, -3.8316, 0.7279], [-3.5985, 2.7062, 3.3995], [-5.4477, -1.4190, 5.9711], [3.8765, -0.7841, -3.0279], [2.3581, -2.1094, 1.6332], [2.3411, -1.3994, -4.9759], [-1.1577, 3.3539, -0.0620], [1.5674, 4.3064, -1.0233], [3.4557, 4.7488, -2.5581], [3.0434, 1.8974, 0.8469], [-6.9930, 0.0078, 4.1967], [0.4189, 2.1344, -1.0839], [3.1236, 0.8085, -4.1696], [4.2137, 3.0040, -4.1331], [0.9568, -2.4728, -4.6948], [-4.4194, -1.8897, 2.5421], [5.4691, 1.6388, 1.2822]]}


Q: What is the formula in the first record?
A: C31H38IrSb